Here is 9 unconnected molecules or ions with the total composition C30H69Cl12N3 from OMol25. Energies are from ωB97M-V with the def2-TZVPD basis set.

Last column: Mulliken charge in e.
Element x y z (Å)
H -1.54 -0.25 -4.05  0.01
C -0.96 -3.26 1.67  1.40
H 5.00 -2.84 -1.90  0.17
H -3.35 4.36 -4.64  0.32
Cl 6.96 -3.07 -0.90  -0.23
C -4.27 -1.40 0.62  0.59
H 1.56 0.32 3.87  0.33
Cl 3.02 2.21 1.58  0.01
C -2.26 4.16 -4.04  -0.30
H -2.87 3.08 -2.43  0.44
Cl -1.65 5.36 -2.97  -0.17
C 2.24 -1.38 -3.79  -1.79
H 4.92 2.98 -0.03  0.38
C 0.45 1.37 -0.81  2.23
H -3.10 0.09 1.65  0.24
C 0.58 0.11 4.19  -0.50
H -1.89 2.07 2.60  0.03
C 3.17 3.49 -4.14  -0.51
H 0.23 2.56 0.96  -0.44
H -4.07 -3.91 4.74  0.37
Cl 3.98 5.35 -1.27  -0.19
C 5.21 -2.66 -0.87  -0.25
H -1.03 1.13 5.23  0.16
H 3.39 2.47 -0.70  -0.22
H 2.81 4.80 4.49  0.28
C 1.72 4.38 4.78  -1.50
H 4.24 3.56 -3.54  0.23
C 0.32 -3.23 2.22  -1.68
H 4.01 4.73 1.09  0.25
H 2.34 4.71 0.14  0.19
C 3.35 4.38 0.07  -0.26
C -0.24 -3.48 -2.03  -0.76
H 0.80 -2.63 1.66  0.50
C 0.04 1.35 4.98  -0.69
H 0.15 -2.78 -1.34  0.19
H 0.16 1.55 -1.95  -1.09
H 2.51 -2.15 -3.25  0.54
H -3.45 -6.22 0.73  0.42
H -1.59 -2.23 4.09  -0.32
N 0.24 2.54 4.12  0.68
H 1.58 4.41 5.86  0.38
C 0.82 -0.87 -3.57  0.92
C -0.37 2.44 0.02  0.88
N -2.08 -3.69 2.42  0.94
H -1.03 -3.67 0.65  -0.18
H 2.53 -1.88 -4.84  0.25
H -2.54 -4.81 0.12  0.14
C -3.53 -3.08 4.40  -1.02
H -1.30 2.10 0.30  -0.17
H -1.49 3.50 5.10  0.24
H 0.67 -3.77 -3.80  0.49
H 1.44 1.64 -0.70  -1.24
H -1.61 -4.07 4.30  0.57
C 3.37 2.92 -5.58  -0.76
C -2.37 -5.09 2.33  -0.48
C -1.56 -1.34 -3.87  0.83
Cl 2.07 2.56 -3.29  0.11
Cl -0.40 4.03 -0.80  -0.16
Cl -3.69 1.05 -0.35  -0.16
H 0.79 -4.34 2.02  0.25
H -1.36 3.86 -4.77  0.21
H -2.47 -0.86 0.32  -0.55
H 3.21 -0.82 -3.64  0.34
C -3.12 -5.19 0.98  -1.12
H -3.98 -2.66 3.52  0.14
Cl 0.43 -0.24 -0.13  0.15
H 1.69 3.25 3.18  -0.21
C -0.20 -3.25 -3.38  -1.79
H -4.00 -2.32 1.03  -0.64
C -2.56 -1.91 -4.99  -1.66
C -1.08 3.43 4.05  -0.71
H -0.70 -4.00 -3.74  0.70
Cl -5.68 -0.81 1.29  -0.21
H 0.90 0.20 -3.74  0.38
H 3.82 1.90 -5.56  0.32
H 2.86 4.62 -3.92  0.31
H 5.49 -0.48 -1.13  0.40
H 5.24 -0.71 0.55  0.31
H -2.29 -2.13 -6.01  0.43
H -2.50 1.87 4.08  0.38
Cl -3.76 1.87 -4.16  -0.19
H -1.40 2.37 -3.33  -0.24
H -3.64 -2.23 5.24  0.30
H -2.80 -3.12 -4.77  0.20
C 1.42 3.15 4.36  -0.11
H 2.69 2.55 -6.14  0.55
H 0.39 -1.02 4.60  0.25
H -4.09 -4.75 0.90  0.35
C -2.11 -3.25 3.90  -0.18
H 0.58 -3.15 3.32  0.21
H -4.45 -1.84 -0.44  0.34
H -2.22 -1.42 -2.91  -0.37
H -0.76 4.24 3.49  0.59
H -1.19 -3.54 -1.76  0.54
H -3.06 -5.41 3.18  0.36
H 0.18 -0.18 3.07  -0.08
H 0.76 -0.84 -2.47  -0.70
H -3.45 -1.54 -5.11  0.57
H 4.69 -3.24 -0.01  0.32
H 0.56 1.29 5.93  0.36
N -0.22 -1.88 -3.94  0.18
Cl 3.23 -0.97 -0.47  0.01
C -2.51 2.80 -3.24  -0.06
H -1.22 -2.26 1.30  -1.04
H 0.31 -4.43 -1.74  0.37
C 5.03 -1.17 -0.49  -0.80
Cl 4.12 4.03 -6.74  -0.23
C 3.79 2.95 0.13  -0.21
C -2.24 2.71 3.48  -1.02
C -3.27 -0.26 0.67  0.32
H -3.18 3.22 3.19  0.45
H 0.95 5.32 4.51  0.19
H -1.39 -5.77 2.41  0.23
H 2.14 2.36 4.53  0.47

Computed properties:
Kohn-Sham gap = 8.06 eV
HOMO level = -7.8 eV
Net charge = 0
Structure (SMILES) = CCN(CC)CC.CCN(CC)CC.CCN(CC)CC.ClCCCl.ClCCCl.ClCCCl.ClCCCl.ClCCCl.ClCCCl

---

Here is C4H5N in the gas phase from OMol25. Energies are from ωB97M-V with the def2-TZVPD basis set.

Last column: natural (NBO) charge in e.
Element x y z (Å)
H -1.86 0.46 -1.83  0.37
H -0.47 -1.82 1.51  0.20
N -1.36 1.19 -1.24  -0.62
C 0.72 -0.08 0.91  -0.17
H -0.71 -1.16 -0.15  0.18
C 0.90 0.71 -0.33  -0.46
H 1.50 -0.06 1.75  0.22
C -0.26 -0.98 0.80  -0.42
H 1.82 0.97 -0.63  0.25
C -0.30 0.79 -0.80  0.44

Computed properties:
Kohn-Sham gap = 9.45 eV
HOMO level = -8.4 eV
Net charge = 0
Structure (SMILES) = C=CC=C=N

---

Here is 13 unconnected molecules or ions with the total composition C12H48BrN24O12 from OMol25. Energies are from ωB97M-V with the def2-TZVPD basis set.

Last column: Mulliken charge in e.
Element x y z (Å)
N -3.84 3.26 37.24  -0.44
N 3.60 -1.30 35.55  -0.21
N 8.41 0.36 39.77  -0.44
N 4.26 3.55 35.75  -0.07
C 0.84 -2.83 38.39  0.64
N -2.85 -0.56 36.82  -0.09
H -0.64 -0.31 34.44  0.03
H -0.30 -1.28 43.09  0.22
N 0.69 -4.12 38.36  -0.43
O 0.28 7.12 38.25  -0.78
H 2.51 -0.75 32.29  0.21
N 1.09 4.31 34.34  -0.04
O 1.34 -2.21 39.34  -0.64
N 2.62 2.62 40.80  0.10
H -1.31 1.67 37.81  -0.18
H -1.25 5.31 37.72  0.10
H -4.42 3.14 38.06  0.17
H 0.67 -1.31 41.58  0.24
N 6.26 0.14 39.33  -0.27
H 2.48 5.96 38.28  -0.06
O -1.19 0.62 43.05  -0.70
H -1.52 3.82 32.76  0.23
H -4.13 3.68 36.37  0.28
Br 1.26 1.94 37.25  -0.71
N 0.33 -0.06 34.32  0.08
H 3.85 -1.06 34.60  0.15
H 3.36 -1.68 37.94  0.09
N -3.68 -2.53 37.11  -0.44
H -2.76 1.92 38.72  0.11
H -2.71 -0.94 35.90  0.12
N 4.32 -1.78 37.63  -0.27
N 6.34 5.50 38.82  -0.35
H 0.01 -2.81 36.58  0.17
O 0.24 -1.21 32.38  -0.70
O 5.74 -1.27 36.08  -0.67
H -3.39 -2.76 36.17  0.15
H -2.79 0.44 36.95  0.08
H 0.77 3.94 35.22  0.10
H 2.17 2.19 40.01  -0.18
N -0.28 5.02 37.65  0.09
N -0.36 0.80 41.02  0.00
H 2.04 4.67 34.33  0.11
N 4.81 1.90 37.04  0.63
O 0.80 4.64 32.21  -0.77
O 6.93 1.86 40.42  -0.61
H 0.69 -4.56 39.27  0.27
H 2.64 -1.19 35.86  0.06
H 4.42 4.35 35.17  0.20
N -0.12 -1.02 42.13  -0.35
N 4.46 4.42 38.87  0.15
O -2.16 3.04 35.85  -0.77
H 5.08 -1.80 38.29  0.20
N 2.07 -0.25 33.05  -0.32
C 0.83 -0.55 33.17  0.54
H 3.79 3.53 42.53  0.13
C 0.59 5.96 37.95  0.74
O -3.76 -1.14 38.85  -0.71
H 1.78 4.38 37.84  0.12
H 0.37 -4.50 37.47  0.13
H 6.83 6.38 38.85  0.22
C 3.14 1.89 41.71  0.59
N 0.63 -2.33 37.21  -0.09
C -0.61 0.16 42.15  0.56
N -0.88 3.90 33.53  -0.29
H 9.08 0.78 40.40  0.25
H -1.20 3.47 34.39  0.43
C 7.23 0.85 39.90  0.59
C 5.17 2.90 36.33  0.90
H 4.97 3.55 38.86  -0.03
C 0.34 4.30 33.29  0.54
H 6.59 -0.78 39.08  0.08
H 0.77 0.76 34.71  -0.10
H 0.79 -1.33 37.14  -0.07
H 2.40 0.63 33.41  0.20
O 2.98 0.65 41.83  -0.71
H 4.06 2.07 43.49  0.26
N 1.70 5.32 38.21  -0.06
O 4.53 6.62 39.07  -0.71
H 3.36 3.09 35.79  -0.11
H 2.35 3.55 41.08  0.19
H 5.43 1.22 37.44  -0.14
H 3.81 1.76 37.05  -0.51
N 3.78 2.53 42.64  -0.41
H 6.87 4.64 38.82  0.17
H 5.29 0.42 39.43  0.08
N -2.23 2.08 37.87  -0.21
C -2.71 2.79 36.93  0.70
H 3.45 4.33 38.93  0.06
H 0.04 4.08 37.45  -0.34
H -4.16 -3.21 37.68  0.22
H -0.87 1.67 40.92  0.07
C 5.04 5.59 38.84  0.61
H 0.24 0.43 40.30  -0.09
C 4.61 -1.48 36.38  0.64
C -3.37 -1.36 37.68  0.68
H 8.65 -0.33 39.08  0.18
O 6.28 3.24 36.13  -0.79

Computed properties:
Kohn-Sham gap = 8.55 eV
HOMO level = -7.1 eV
Net charge = -1

---

Here is a molecular structure, CHAlO3 from OMol25. Energies are from ωB97M-V with the def2-TZVPD basis set.

Last column: natural (NBO) charge in e.
Element x y z (Å)
C -0.18 -0.20 0.15  0.94
Al 1.17 0.92 -2.22  2.09
O 0.35 -1.05 0.82  -0.22
O 0.30 0.07 -0.97  -0.90
O -1.08 0.41 0.82  -0.42
H -0.56 -0.16 1.40  0.51

Computed properties:
Kohn-Sham gap = 4.23 eV
HOMO level = -21.7 eV
Net charge = +2

---

Here is 2 unconnected molecules or ions with the total composition C6H15NO from OMol25. Energies are from ωB97M-V with the def2-TZVPD basis set.

Last column: natural (NBO) charge in e.
Element x y z (Å)
H -3.10 -1.41 0.69  0.47
H -0.91 1.32 -0.65  0.17
H 2.84 1.87 0.15  0.30
C 2.37 -1.33 0.21  -0.53
H -2.66 1.21 -0.98  0.24
H 1.73 1.15 -0.96  0.27
H 2.22 -2.35 -0.14  0.29
H 1.92 0.44 2.04  0.26
O -3.22 -0.51 0.97  -0.72
C 1.81 1.50 0.06  -0.74
C 1.57 0.40 1.00  0.38
H -0.48 -0.95 -1.41  0.18
H -1.57 -0.14 -2.54  0.23
H 2.88 -0.84 -0.61  0.26
C -1.47 -0.51 -1.52  -0.61
N 1.02 -0.78 0.70  -0.08
C -1.80 0.68 -0.57  -0.42
C -2.01 0.25 0.85  -0.08
H 1.20 2.35 0.38  0.32
H 3.09 -1.46 1.03  0.26
H -1.27 -0.55 1.04  0.15
H -2.21 -1.30 -1.38  0.21
H -1.94 0.97 1.66  0.19

Computed properties:
Kohn-Sham gap (alpha / beta) = 6.74 / 6.11 eV
HOMO level (alpha / beta) = -13.2 / -13.2 eV
Net charge = +1
2S+1 = 2

---

Here is a molecular structure, C49H57BrCdF4O4PSSe from OMol25. Energies are from ωB97M-V with the def2-TZVPD basis set.

Last column: Mulliken charge in e.
Element x y z (Å)
H 12.20 10.88 17.49  0.29
H 10.74 11.65 14.04  -0.01
C 16.03 8.44 15.75  -1.18
H 20.26 12.18 12.24  0.30
C 10.87 11.62 15.14  -1.11
C 16.01 16.26 10.46  -1.68
C 8.27 17.04 8.60  0.26
C 13.26 12.16 5.11  -1.01
F 9.20 18.86 7.33  -0.31
C 18.17 13.02 10.65  -0.25
C 7.75 10.49 9.75  -0.52
C 15.77 13.21 10.43  1.41
H 13.61 9.78 16.07  0.24
O 11.17 9.47 11.87  -0.34
C 17.81 15.68 12.02  -1.63
C 13.18 11.49 13.18  0.94
C 8.68 12.81 9.66  0.98
H 10.78 10.30 9.47  0.14
C 16.82 11.06 10.49  0.57
H 12.60 14.13 16.08  0.49
C 10.35 15.27 12.92  -0.53
H 11.07 10.56 6.99  -0.13
C 12.53 11.84 17.06  -1.97
C 9.77 15.27 9.38  0.66
C 12.33 12.01 15.50  2.09
C 8.29 12.84 8.28  -1.29
C 17.26 15.36 10.60  1.99
C 9.38 17.71 8.00  0.31
H 8.26 13.74 7.69  0.29
C 18.17 15.82 9.43  -1.78
C 9.95 15.63 14.17  -0.42
H 19.20 15.45 9.51  0.30
H 20.75 10.50 12.53  0.43
H 16.70 7.67 16.19  0.40
H 19.14 13.47 10.77  0.24
H 16.09 6.13 14.01  0.40
C 19.90 11.13 12.22  -1.38
H 19.82 8.61 10.90  0.39
H 7.60 13.52 11.97  0.41
S 12.75 12.00 6.90  0.55
C 13.80 7.12 15.48  -1.42
C 15.67 11.78 10.33  -1.11
H 11.73 9.55 5.97  0.29
F 7.43 15.19 9.87  -0.37
C 8.26 14.06 12.63  -0.39
H 14.11 6.17 15.95  0.39
C 12.93 13.42 15.30  -1.21
C 10.66 17.13 8.11  0.18
C 13.87 10.60 12.29  -0.15
C 15.63 7.05 13.63  -1.55
H 16.73 9.99 10.49  0.21
H 17.87 16.77 12.21  0.44
C 10.89 15.98 8.83  -0.77
H 16.27 17.32 10.57  0.47
Br 12.83 15.80 8.93  -0.01
C 8.74 15.16 14.69  -0.58
H 7.42 9.45 7.89  0.39
H 18.24 9.01 11.60  0.20
H 21.21 10.61 9.59  0.40
H 7.44 9.70 10.43  0.37
H 13.57 11.14 4.89  0.35
H 15.26 16.04 11.25  0.25
H 10.58 16.34 14.74  0.40
C 12.09 10.06 6.90  -0.62
O 12.65 12.54 12.68  -1.76
H 15.51 16.14 9.48  0.09
H 10.12 12.20 15.75  0.36
H 12.98 6.87 14.77  0.27
C 13.68 9.97 15.01  -1.06
C 7.91 11.64 7.68  -0.59
H 16.43 7.64 13.13  0.07
H 11.97 12.65 17.53  0.51
H 11.30 14.50 10.86  -0.68
H 15.49 8.96 16.55  0.32
H 20.47 12.24 9.69  0.32
H 13.61 12.01 17.32  0.40
C 13.12 11.11 14.57  -0.14
C 14.34 9.08 14.18  -0.27
C 17.07 13.82 10.53  -0.31
C 7.66 10.37 8.40  -0.74
C 18.09 11.62 10.67  -1.05
Cd 12.60 13.12 10.59  4.58
H 8.50 15.40 15.72  0.39
H 18.22 16.93 9.41  0.43
C 11.12 9.95 10.74  0.68
H 19.11 11.01 12.98  0.24
H 8.38 11.45 11.51  0.29
H 14.91 8.78 12.18  0.12
H 11.26 15.71 12.54  0.37
F 7.01 17.59 8.51  -0.32
H 14.13 12.83 5.07  0.29
C 9.51 14.43 12.12  1.07
C 14.97 7.85 14.77  1.89
H 18.44 9.01 9.85  0.36
O 11.40 12.81 7.06  -0.61
H 17.76 15.47 8.46  0.38
H 16.67 9.20 15.24  0.17
C 8.52 15.81 9.26  -0.03
P 9.87 13.90 10.40  1.48
H 19.72 10.99 8.69  0.32
H 14.88 6.77 12.86  0.34
H 14.03 13.34 15.43  0.35
H 6.88 14.15 14.24  0.37
C 19.34 10.76 10.83  1.86
Se 14.04 10.54 10.32  0.06
C 7.88 14.44 13.90  -0.88
H 18.81 15.25 12.18  0.33
O 14.71 13.91 10.41  -1.90
H 10.69 10.55 15.41  0.28
H 12.73 13.79 14.29  -0.20
C 18.94 9.26 10.79  -1.79
F 11.75 17.82 7.58  -0.31
C 20.24 11.16 9.63  -1.51
H 7.66 11.54 6.63  0.34
H 13.37 7.75 16.26  0.30
C 14.42 9.48 12.84  -1.05
H 12.46 12.49 4.45  0.27
H 17.13 15.25 12.79  0.33
C 8.32 11.64 10.43  -0.75

Computed properties:
Kohn-Sham gap (alpha / beta) = 3.88 / 3.85 eV
HOMO level (alpha / beta) = -3.6 / -3.6 eV
Net charge = -1

---

Here is a molecular structure, C28H38NO3PSSbZr from OMol25. Energies are from ωB97M-V with the def2-TZVPD basis set.

Last column: Mulliken charge in e.
Element x y z (Å)
C 0.85 3.30 3.52  -1.56
H 1.27 2.91 4.44  0.33
H -0.20 3.54 3.70  0.34
C -1.26 0.99 5.35  -1.00
H 4.98 0.54 -3.08  0.59
H -1.20 0.67 -5.61  0.44
C 4.50 -1.37 -3.95  -0.66
H -2.19 1.07 5.90  0.42
Sb 0.16 0.31 2.64  0.78
H -2.85 5.00 -0.82  0.43
C -0.28 -3.90 -1.50  0.02
C -2.73 -0.23 -4.40  -0.55
H -3.54 0.05 -5.06  0.41
C 2.19 -1.26 -2.38  -0.47
C -1.98 -1.29 -2.37  -0.57
C 0.95 -3.20 0.46  -0.56
H -0.72 -3.68 -2.46  0.47
H -4.20 2.97 -1.60  0.45
H -1.34 4.77 0.08  0.36
H 1.47 -2.42 1.01  0.44
Zr 0.35 1.21 -0.16  0.82
H -0.75 1.95 5.43  0.22
H -4.04 3.54 0.90  0.49
H -0.64 0.24 5.85  0.21
H 5.39 -1.41 -4.56  0.41
C 0.17 -5.46 0.28  -0.60
H 2.12 -1.97 5.38  0.41
C 1.37 -1.71 4.64  -0.97
C 3.13 -0.23 -2.34  0.37
P 0.62 -1.23 -1.43  1.68
C 4.28 -0.28 -3.13  -0.59
H 0.09 -6.46 0.69  0.41
C -1.54 0.61 3.90  -0.56
C -0.39 -0.24 -3.85  -0.64
H -1.41 4.38 -1.64  0.39
O 2.67 0.78 0.07  -0.67
C -2.40 2.93 -0.38  1.74
H -2.10 -0.33 3.85  0.44
C -1.97 4.36 -0.71  -1.74
H -2.76 2.37 -2.44  0.33
H -4.03 -1.20 -2.99  0.44
C 0.38 -2.91 -0.79  0.47
H 2.06 2.14 2.14  0.60
C -0.38 -5.18 -0.96  -0.83
H 3.75 -3.27 -4.62  0.45
N -1.22 2.10 -0.27  -0.92
C -0.66 -0.96 -2.68  0.69
H -3.47 1.88 1.18  0.31
H -0.90 -5.95 -1.51  0.44
H 0.54 2.81 1.49  0.23
C 3.58 -2.41 -3.98  -0.78
H 1.69 0.44 4.82  0.45
H -2.16 1.36 3.40  0.23
H -3.58 1.34 -1.25  0.34
H -2.21 -1.83 -1.46  0.52
H -2.52 3.27 1.76  0.21
H 1.37 4.23 3.28  0.43
C 1.01 2.31 2.36  -0.51
H 0.40 -1.74 5.14  0.27
O 4.08 2.05 -1.52  -0.68
C -3.16 2.90 0.95  -1.45
C -1.43 0.12 -4.70  -0.75
C -3.01 -0.93 -3.23  -0.85
C -3.30 2.37 -1.49  -1.55
H 1.73 -3.17 -3.23  0.44
H 1.37 -2.48 3.87  0.13
C 2.44 -2.35 -3.20  -0.39
H 2.60 -0.32 3.51  0.51
C 0.84 -4.47 0.99  -0.72
C 1.65 -0.33 4.04  -0.85
O 1.64 1.83 -1.77  -0.75
S 2.95 1.21 -1.33  1.80
H 1.28 -4.70 1.95  0.41
H 0.63 0.03 -4.10  0.39

Computed properties:
Kohn-Sham gap = 8.57 eV
HOMO level = -11.3 eV
Net charge = +1

---

Energy relative to the best compared isomer or geometry (same formula, charge and spin) in kcal/mol, matching the order above: 50.3 67.9 0.0 43.3 94.4 86.4 0.0
E_tot in eV, matching the order above: -186951.185 -5715.902 -143608.837 -13764.782 -9991.144 -230862.740 -65222.993